Molecular formula: C30H35GeHfN7O14Se
Method: DFT, ωB97M-V with the def2-TZVPD basis set

```
! wB97M-V def2-TZVPD RIJCOSX def2/J DEFGRID3
* xyz 1 2
Hf 0.304 -0.557 -0.266
C 0.752 2.267 -2.860
C 1.075 2.678 -1.430
C 2.579 2.702 -1.207
C 0.475 4.046 -1.132
O 0.452 1.686 -0.486
Ge 0.984 1.889 1.329
O -0.300 3.098 1.783
C -0.350 3.882 2.994
C 0.487 3.236 4.093
C 0.160 5.280 2.670
C -1.821 3.909 3.393
O 2.079 0.174 0.666
C 3.182 -0.428 1.395
C 2.690 -1.608 2.226
C 3.783 0.637 2.303
C 4.206 -0.894 0.368
H 0.910 3.128 -3.508
H -0.283 1.950 -2.970
H 1.401 1.468 -3.207
H 3.028 3.363 -1.950
H 3.013 1.711 -1.311
H 2.833 3.109 -0.222
H 0.935 4.776 -1.798
H 0.661 4.355 -0.105
H -0.600 4.061 -1.304
H 1.545 3.218 3.811
H 0.137 2.222 4.294
H 0.402 3.810 5.016
H 1.212 5.243 2.378
H 0.072 5.933 3.539
H -0.420 5.712 1.854
H -2.174 2.900 3.600
H -2.417 4.339 2.588
H -1.952 4.520 4.287
H 1.956 -1.287 2.968
H 3.525 -2.064 2.758
H 2.252 -2.371 1.581
H 3.067 0.953 3.069
H 4.098 1.507 1.724
H 4.657 0.235 2.814
H 3.771 -1.652 -0.283
H 5.070 -1.326 0.873
H 4.542 -0.058 -0.246
O 0.146 -4.562 -1.072
C 0.215 -3.545 -0.440
O 0.929 -2.477 -0.745
C -0.545 -3.327 0.851
C -1.225 -4.285 1.576
C -1.782 -3.907 2.791
C -1.680 -2.589 3.228
C -1.041 -1.688 2.405
N -0.482 -2.063 1.256
C -0.884 -0.219 2.710
O -1.370 0.338 3.647
O -0.061 0.319 1.800
H -1.278 -5.297 1.200
H -2.291 -4.640 3.403
H -2.096 -2.256 4.168
O 2.014 -4.421 -6.528
N 0.862 -4.379 -6.158
O -0.050 -5.046 -6.596
C 0.530 -3.407 -5.105
C 1.529 -2.626 -4.579
C 1.209 -1.720 -3.583
C -0.102 -1.548 -3.091
O -0.437 -0.637 -2.229
C -1.060 -2.429 -3.647
C -0.774 -3.323 -4.648
N -2.412 -2.432 -3.099
O -3.339 -2.534 -3.867
O -2.514 -2.369 -1.884
N 2.285 -0.952 -3.010
O 3.322 -0.854 -3.611
O 2.123 -0.401 -1.907
H 2.545 -2.731 -4.932
H -1.545 -3.962 -5.057
Se -2.334 1.767 -1.042
N -4.068 1.532 -1.025
C -4.323 0.396 -0.412
C -5.623 -0.155 -0.210
C -5.697 -1.344 0.425
C -4.497 -1.981 0.880
N -3.292 -1.522 0.724
C -3.173 -0.340 0.067
N -2.000 0.236 -0.185
H -6.490 0.383 -0.569
H -6.644 -1.832 0.609
H -4.583 -2.928 1.403
*
```

The energy above the lowest of the compared OMol25 structures with the same formula, charge and spin comes out at 0.0 kcal per mole. The expectation value of S² is 0.756. The strongest force on any atom is 0.0217 Eh/bohr. As for the HOMO-LUMO gap (spin up / spin down): 0.275 / 0.273 hartree. The calculation puts the HOMO energy (spin up / spin down) at -11.61 / -12.21 eV. The calculation puts the calculated total energy at -193936.2054 eV.

Löwdin population analysis, charges in e, atoms 1 to 5: 1.789, -0.022, -0.604, -0.028, -0.034

***

Molecular formula: C30H35N3O3Rb
Method: DFT, ωB97M-V with the def2-TZVPD basis set

```
! wB97M-V def2-TZVPD RIJCOSX def2/J DEFGRID3
* xyz -1 1
Rb -0.832 0.005 0.068
C 1.719 -2.069 1.152
C 0.611 -2.430 1.960
C 0.475 -1.444 2.958
C 1.500 -0.482 2.784
C 2.240 -0.854 1.641
C 3.444 -0.180 1.058
C 1.910 0.587 3.755
C -0.521 -1.484 4.078
C -0.227 -3.670 1.866
C 2.367 -2.844 0.045
H 4.339 -0.818 1.081
H 3.707 0.739 1.585
H 3.304 0.100 0.006
H 2.189 0.171 4.733
H 1.160 1.354 3.963
H 2.791 1.119 3.391
H -0.272 -0.753 4.855
H -0.549 -2.464 4.574
H -1.551 -1.280 3.765
H -0.239 -4.232 2.809
H 0.161 -4.360 1.110
H -1.278 -3.469 1.622
H 3.427 -3.043 0.256
H 2.346 -2.333 -0.927
H 1.900 -3.821 -0.106
C 0.320 4.849 -0.853
C 0.524 5.180 -2.179
C 0.698 4.164 -3.104
C 0.664 2.841 -2.664
N 0.462 2.523 -1.386
C 0.294 3.505 -0.505
C 0.844 1.695 -3.617
C 1.273 1.898 -4.929
C 1.391 0.800 -5.762
C 1.093 -0.456 -5.268
C 0.700 -0.576 -3.935
N 0.575 0.484 -3.142
C 0.390 -1.906 -3.319
C 0.620 -3.107 -3.983
C 0.288 -4.292 -3.343
C -0.249 -4.245 -2.071
C -0.415 -3.001 -1.474
N -0.103 -1.867 -2.085
H 0.172 5.602 -0.091
H 0.542 6.215 -2.500
H 0.839 4.404 -4.147
H 0.107 3.201 0.518
H 1.517 2.884 -5.294
H 1.714 0.924 -6.788
H 1.166 -1.323 -5.907
H 1.057 -3.130 -4.971
H 0.458 -5.241 -3.837
H -0.515 -5.142 -1.529
H -0.789 -2.913 -0.461
O -3.080 -1.401 0.701
C -3.849 -0.677 0.032
O -3.606 0.468 -0.408
H -4.856 -1.111 -0.198
C -3.641 2.438 2.775
C -2.873 1.206 3.247
C -1.425 1.637 3.050
O -1.436 2.547 1.937
C -2.791 2.891 1.598
H -3.659 3.200 3.560
H -4.666 2.220 2.476
H -3.099 0.342 2.620
H -3.081 0.940 4.284
H -0.756 0.801 2.829
H -1.030 2.161 3.927
H -3.082 2.356 0.691
H -2.830 3.970 1.424
*
```

The energy above the lowest of the compared OMol25 structures with the same formula, charge and spin comes out at 2.9 kcal per mole. The strongest force on any atom is 0.0144 Eh/bohr. As for the HOMO-LUMO gap: 0.180 hartree. The calculation puts the HOMO energy at -2.71 eV. The calculation puts the calculated total energy at -42948.5633 eV.

Löwdin population analysis, charges in e, atoms 1 to 5: 0.923, -0.282, -0.282, -0.291, -0.274

***

Molecular formula: C30H35N5O7PtSi
Method: DFT, ωB97M-V with the def2-TZVPD basis set

```
! wB97M-V def2-TZVPD RIJCOSX def2/J DEFGRID3
* xyz 0 1
Pt -0.931 0.784 0.154
C -1.446 -1.004 -0.757
Si 0.103 -2.050 -0.942
C 1.381 -0.733 -1.577
N 1.432 0.416 -0.713
C 2.253 0.246 0.478
C 3.616 0.957 0.369
C 4.134 0.934 -1.064
C 3.137 1.620 -2.006
C 1.728 1.663 -1.391
C 0.773 -2.891 0.630
C 2.036 -3.482 0.660
C 2.471 -4.194 1.765
C 1.645 -4.327 2.869
C 0.386 -3.751 2.859
C -0.041 -3.047 1.746
C -0.045 -3.413 -2.241
C -0.074 -4.754 -1.868
C -0.161 -5.753 -2.819
C -0.224 -5.424 -4.163
C -0.225 -4.093 -4.549
C -0.143 -3.098 -3.595
H -2.258 -1.515 -0.239
H -1.815 -0.706 -1.740
H 1.032 -0.401 -2.551
H 2.370 -1.182 -1.700
H 2.392 -0.822 0.646
H 1.725 0.662 1.344
H 4.322 0.462 1.036
H 3.522 1.990 0.702
H 4.292 -0.104 -1.365
H 5.099 1.440 -1.107
H 3.094 1.085 -2.953
H 3.437 2.643 -2.227
H 1.000 1.823 -2.189
H 1.652 2.471 -0.660
H 2.680 -3.398 -0.203
H 3.454 -4.645 1.763
H 1.975 -4.894 3.726
H -0.268 -3.855 3.713
H -1.028 -2.614 1.730
H -0.016 -5.008 -0.820
H -0.170 -6.787 -2.508
H -0.284 -6.203 -4.906
H -0.283 -3.831 -5.595
H -0.147 -2.061 -3.902
C -2.086 1.130 4.696
C -0.780 0.354 4.443
C -0.737 -0.973 5.209
C 0.435 1.230 4.798
C -0.728 0.129 3.025
N -0.680 0.027 1.876
H -2.105 1.486 5.723
H -2.952 0.496 4.525
H -2.157 1.988 4.029
H -0.813 -0.761 6.272
H 0.196 -1.499 5.015
H -1.557 -1.624 4.918
H 0.379 1.524 5.845
H 0.441 2.133 4.190
H 1.363 0.685 4.634
O -5.135 6.557 -1.407
N -4.373 6.233 -2.295
O -4.330 6.764 -3.387
C -3.465 5.155 -2.047
C -2.641 4.728 -3.080
C -1.821 3.616 -2.894
C -1.766 2.940 -1.640
O -1.198 1.801 -1.549
C -2.451 3.578 -0.540
C -3.381 4.588 -0.779
N -2.190 3.158 0.749
O -3.019 3.275 1.674
O -0.979 2.739 1.022
N -1.031 3.174 -3.986
O -0.302 2.195 -3.849
O -1.077 3.825 -5.019
H -2.642 5.237 -4.032
H -3.998 4.955 0.026
*
```

The energy above the lowest of the compared OMol25 structures with the same formula, charge and spin comes out at 27.1 kcal per mole. The strongest force on any atom is 0.0808 Eh/bohr. As for the HOMO-LUMO gap (spin up / spin down): 0.187 / 0.187 hartree. The calculation puts the HOMO energy (spin up / spin down) at -7.09 / -7.09 eV. The calculation puts the calculated total energy at -64576.3846 eV.

Löwdin population analysis, charges in e, atoms 1 to 5: 1.121, -0.357, 0.674, -0.223, -0.294